Entry 1:
Below is an isolated molecule of C4H12N2, with properties calculated with wB97M-V/def2-TZVPD.

As for the charge: 0. The molar mass comes out at 88.15 g mol⁻¹. As for the relative energy (zero: lowest compared OMol25 entry of this formula, charge and spin): 2.178 eV. As for the SMILES: CNCCCN. The frontier orbital gap comes out at 9.22 eV. The energy is -269.036304 a.u.

Last column: Mulliken charge in e.
Element x y z (Å)
C  0.376  2.370  -0.250  -0.93
N  -0.286  1.539  0.777  -0.23
C  -1.140  0.509  0.188  -1.03
C  -0.419  -0.557  -0.641  -0.59
C  -0.338  -1.691  0.126  -0.39
N  0.811  -2.403  -0.451  -0.61
H  0.217  3.416  0.148  0.32
H  -0.004  2.327  -1.238  0.32
H  1.436  2.071  -0.297  0.25
H  -0.389  1.731  1.765  0.22
H  -1.774  0.019  0.902  0.58
H  -1.790  0.989  -0.590  0.27
H  -0.828  -0.775  -1.588  0.39
H  0.553  -0.212  -0.842  0.48
H  -0.181  -1.534  1.240  0.29
H  -1.285  -2.228  0.050  0.26
H  0.818  -3.323  -0.112  0.20
H  0.873  -2.312  -1.465  0.19

Entry 2:
Below is an isolated molecule of C7H10, with properties calculated with wB97M-V/def2-TZVPD.

As for the charge: 0. The molar mass comes out at 94.16 g mol⁻¹. As for the relative energy (zero: lowest compared OMol25 entry of this formula, charge and spin): 3.833 eV. As for the SMILES: C=C[C@@H](C)C1C=C1. The frontier orbital gap comes out at 10.41 eV. The energy is -272.577149 a.u.

Last column: Mulliken charge in e.
Element x y z (Å)
C  1.239  1.603  -0.876  -0.83
C  0.255  0.786  -1.242  -0.32
C  -0.069  -0.593  -0.709  0.64
C  1.022  -1.226  0.151  -1.65
C  -1.372  -0.247  0.107  -0.42
C  -1.138  0.505  1.361  -0.32
C  -1.763  -0.602  1.611  -0.43
H  2.190  1.290  -0.456  0.26
H  1.160  2.643  -1.163  0.25
H  -0.472  1.207  -1.943  0.29
H  -0.275  -1.245  -1.573  0.31
H  0.686  -2.206  0.507  0.37
H  1.960  -1.370  -0.397  0.40
H  1.246  -0.618  1.035  0.36
H  -2.151  0.039  -0.629  0.33
H  -0.453  1.251  1.737  0.41
H  -2.065  -1.217  2.479  0.35

Entry 3:
Below is a 2-piece molecular cluster, C6H15NO overall, with properties calculated with wB97M-V/def2-TZVPD.

As for the charge: 0. The molar mass comes out at 117.19 g mol⁻¹. As for the relative energy (zero: lowest compared OMol25 entry of this formula, charge and spin): 3.831 eV. As for the SMILES: C=C(C)CCCN.O. The frontier orbital gap comes out at 9.94 eV. The energy is -367.490502 a.u.

Last column: Mulliken charge in e.
Element x y z (Å)
C  1.930  0.906  -0.820  -1.09
C  1.570  0.361  0.366  0.83
C  2.155  0.423  1.729  -1.46
C  0.497  -0.769  0.135  -0.71
C  -0.919  -0.473  0.717  -0.71
C  -1.371  0.897  0.197  -0.59
N  -1.595  0.863  -1.332  -0.48
H  1.554  0.806  -1.780  0.33
H  2.834  1.560  -1.000  0.25
H  1.918  1.286  2.261  0.32
H  3.219  0.486  1.779  0.43
H  1.878  -0.426  2.269  0.38
H  0.418  -0.998  -0.888  0.48
H  0.615  -1.691  0.782  0.28
H  -1.023  -0.446  1.819  0.32
H  -1.603  -1.242  0.401  0.37
H  -2.259  1.275  0.644  0.45
H  -0.720  1.875  0.278  0.30
H  -0.741  1.200  -1.627  0.14
H  -2.374  1.040  -1.812  0.14
O  -2.043  -2.398  -1.643  -0.63
H  -2.151  -1.530  -1.543  0.31
H  -1.790  -3.003  -0.931  0.33

Entry 4:
Below is C20H34N10PPdSb as an isolated structure, with properties calculated with wB97M-V/def2-TZVPD.

As for the charge: +2. The molar mass comes out at 673.72 g mol⁻¹. As for the relative energy (zero: lowest compared OMol25 entry of this formula, charge and spin): 0.850 eV. The frontier orbital gap comes out at 7.28 eV. The energy is -2039.087929 a.u.

Last column: Mulliken charge in e.
Element x y z (Å)
Pd  -0.106  -0.415  0.394  -0.02
C  -2.428  -0.561  -4.761  -0.90
N  -2.415  -0.522  -3.309  0.22
C  -3.457  -0.877  -2.504  -0.44
C  -3.005  -0.768  -1.216  -1.18
N  -1.706  -0.362  -1.231  0.49
C  -1.360  -0.224  -2.499  0.01
P  0.179  0.587  -3.065  -0.50
C  0.221  1.854  -1.745  -0.02
N  0.210  1.672  -0.430  0.36
C  0.163  2.900  0.148  -0.96
C  0.159  3.852  -0.832  -0.27
N  0.196  3.185  -2.020  0.18
C  0.202  3.782  -3.347  -0.80
C  1.429  -0.527  -2.334  -0.17
N  1.629  -0.722  -1.036  0.62
C  2.794  -1.416  -0.909  -1.25
C  3.316  -1.639  -2.152  -0.17
N  2.455  -1.068  -3.042  0.19
C  2.578  -1.152  -4.489  -0.88
H  -3.368  -0.163  -5.137  0.35
H  -2.319  -1.585  -5.119  0.32
H  -1.613  0.037  -5.159  0.36
H  -4.421  -1.162  -2.890  0.50
H  -3.541  -0.919  -0.294  0.72
H  0.149  3.027  1.217  0.53
H  0.126  4.926  -0.773  0.43
H  0.265  4.862  -3.254  0.33
H  -0.711  3.531  -3.885  0.31
H  1.059  3.431  -3.918  0.33
H  3.210  -1.659  0.054  0.60
H  4.215  -2.147  -2.457  0.52
H  3.596  -0.920  -4.793  0.36
H  1.900  -0.444  -4.957  0.33
H  2.331  -2.155  -4.834  0.33
C  2.001  -4.795  -0.018  -1.05
C  0.516  -4.556  -0.263  -0.78
Sb  -0.383  -3.013  0.974  1.01
C  0.244  -3.651  2.943  -0.65
C  -0.130  -5.090  3.278  -1.14
C  -2.470  -3.606  0.813  -0.59
C  -2.707  -5.106  0.688  -1.17
H  2.331  -5.659  -0.597  0.41
H  2.206  -5.009  1.032  0.29
H  2.603  -3.946  -0.320  0.12
H  -0.045  -5.459  -0.026  0.46
H  0.313  -4.286  -1.300  0.51
H  -0.195  -2.944  3.647  0.40
H  1.325  -3.508  2.963  0.43
H  -1.199  -5.194  3.459  0.31
H  0.392  -5.400  4.183  0.41
H  0.154  -5.783  2.485  0.30
H  -2.853  -3.085  -0.062  0.27
H  -2.961  -3.195  1.696  0.47
H  -2.245  -5.514  -0.210  0.30
H  -3.779  -5.297  0.621  0.42
H  -2.328  -5.656  1.548  0.22
N  -1.716  2.103  5.509  -0.33
C  -1.610  0.775  5.630  0.65
N  -1.760  0.224  6.837  -0.36
N  -1.361  -0.035  4.625  -0.56
C  -1.176  0.176  3.379  0.49
N  -1.001  0.308  2.234  -0.47
H  -1.928  2.683  6.302  0.20
H  -1.615  2.550  4.615  0.18
H  -1.946  0.773  7.658  0.19
H  -1.681  -0.773  6.921  0.23

Entry 5:
Below is an isolated molecule of C17H25FN2O3S, with properties calculated with wB97M-V/def2-TZVPD.

As for the charge: 0. The molar mass comes out at 356.46 g mol⁻¹. As for the relative energy (zero: lowest compared OMol25 entry of this formula, charge and spin): 0.352 eV. As for the SMILES: CCCCCNC(=O)c1cc(S(=O)(=O)N2CCCCC2)ccc1F. The frontier orbital gap comes out at 9.86 eV. The energy is -1496.089465 a.u.

Last column: Mulliken charge in e.
Element x y z (Å)
C  -3.283  -4.669  -5.666  -1.37
C  -2.416  -3.722  -4.846  -0.17
C  -2.941  -3.581  -3.418  -0.81
C  -2.034  -2.742  -2.519  -0.35
C  -1.993  -1.270  -2.932  -1.04
N  -1.197  -0.486  -2.014  -0.03
C  0.017  0.006  -2.349  0.08
O  0.498  -0.072  -3.456  -0.63
C  0.726  0.674  -1.201  0.31
C  0.833  0.052  0.039  -0.39
C  1.538  0.653  1.062  -0.14
S  1.582  -0.155  2.672  1.24
O  1.335  -1.549  2.457  -0.71
O  2.772  0.264  3.346  -0.74
N  0.300  0.432  3.535  0.14
C  -1.027  -0.005  3.178  -1.00
C  -1.744  1.002  2.274  0.05
C  -1.741  2.378  2.937  -0.97
C  -0.304  2.807  3.224  -0.16
C  0.386  1.757  4.099  -0.93
C  2.176  1.866  0.881  -0.50
C  2.084  2.503  -0.343  -0.67
C  1.358  1.906  -1.363  0.30
F  1.247  2.560  -2.524  -0.31
H  -4.306  -4.304  -5.716  0.34
H  -2.900  -4.755  -6.680  0.38
H  -3.296  -5.661  -5.220  0.34
H  -2.396  -2.746  -5.332  0.25
H  -1.392  -4.101  -4.817  0.30
H  -3.939  -3.138  -3.441  0.30
H  -3.033  -4.578  -2.981  0.35
H  -2.398  -2.808  -1.489  0.37
H  -1.020  -3.145  -2.542  0.26
H  -3.008  -0.861  -2.967  0.28
H  -1.527  -1.157  -3.912  0.45
H  -1.512  -0.430  -1.059  0.22
H  0.403  -0.922  0.217  0.79
H  -0.915  -0.977  2.697  0.41
H  -1.601  -0.137  4.102  0.39
H  -1.232  1.066  1.311  -0.07
H  -2.767  0.665  2.100  0.41
H  -2.230  3.108  2.290  0.40
H  -2.300  2.329  3.875  0.36
H  0.236  2.916  2.281  0.04
H  -0.290  3.768  3.739  0.41
H  1.446  1.972  4.229  0.38
H  -0.090  1.735  5.086  0.37
H  2.748  2.284  1.694  0.55
H  2.565  3.452  -0.525  0.50

Entry 6:
Below is an isolated molecule of C7H12N2, with properties calculated with wB97M-V/def2-TZVPD.

As for the charge: 0. The molar mass comes out at 124.19 g mol⁻¹. As for the relative energy (zero: lowest compared OMol25 entry of this formula, charge and spin): 2.406 eV. As for the SMILES: N[C@H]1[C@H]2CC[C@@H]1[C@@H]1N[C@H]21. The frontier orbital gap comes out at 10.16 eV. The energy is -383.334789 a.u.

Last column: Mulliken charge in e.
Element x y z (Å)
N  1.731  -0.122  -1.624  -0.61
C  0.585  0.430  -1.074  -0.21
C  -0.373  -0.787  -0.711  -0.59
C  0.281  -1.461  0.593  -0.67
C  0.965  -0.237  1.178  -0.86
C  0.642  0.975  0.309  -0.39
C  -0.948  1.136  0.555  -0.39
N  -1.653  0.034  1.259  -0.64
C  -1.497  0.028  -0.192  -0.09
H  2.368  0.700  -1.902  0.27
H  1.525  -0.492  -2.523  0.26
H  0.111  1.237  -1.783  0.31
H  -0.733  -1.515  -1.461  0.51
H  1.189  -2.054  0.297  0.37
H  -0.469  -2.045  1.246  0.31
H  2.036  -0.474  1.022  0.41
H  0.790  0.008  2.262  0.35
H  1.051  2.000  0.374  0.49
H  -1.408  2.077  0.550  0.47
H  -2.553  0.509  1.335  0.28
H  -2.386  0.173  -0.810  0.41